Record 1
Formula: C5H13N3
Source: the OMol25 dataset
Level of theory: ωB97M-V with the def2-TZVPD basis set

ORCA input file:
```
! wB97M-V def2-TZVPD RIJCOSX def2/J DEFGRID3
* xyz 2 1
H -1.22900 -2.77667 0.30162
C -0.33075 0.61612 -1.95598
H 1.49175 -1.16440 1.39205
N 0.29151 0.28131 0.29614
H -0.54164 -1.75191 1.52397
H 2.44318 0.45760 0.89480
H -0.29752 2.19781 -0.49389
H -0.23867 -0.09192 2.31008
H -0.95072 1.38178 -2.36505
N -1.19016 -0.49189 -1.23648
N -0.86007 -1.87261 0.58195
C -0.37731 0.63356 1.56279
C 1.64485 -0.35781 0.59482
C 0.32682 1.32416 -0.86864
H 2.03276 -0.90262 -0.28984
H 1.37103 1.66609 -0.95973
H 0.20443 0.07263 -2.86108
H -1.95098 -0.92451 -1.69234
H 0.21626 1.58670 1.95203
H -1.48337 0.92936 1.49388
C -0.57240 -0.81279 -0.18109
*
```

Computed properties:
**HOMO-LUMO gap**: 11.8 eV
**HOMO**: -20.09 eV
**Energy above the lowest of the compared OMol25 structures with the same formula, charge and spin**: 1.299 eV

Atom charges from the natural (NBO) analysis, given in e for atoms 1 to 6: 0.48, -0.27, 0.25, -0.24, 0.43, 0.30



Record 2
Formula: C13H14ClNO2
Source: the OMol25 dataset
Level of theory: ωB97M-V with the def2-TZVPD basis set

ORCA input file:
```
! wB97M-V def2-TZVPD RIJCOSX def2/J DEFGRID3
* xyz 0 1
C 0.89883 -2.26331 0.82922
H -1.91880 -1.44114 -0.72909
H -0.49763 -0.19177 -3.36280
H -1.30548 1.42515 -1.87350
H 3.09260 2.10435 -0.80184
C 0.31608 0.20602 -2.77956
H 2.27470 1.42448 0.62487
H -0.34263 0.33172 2.84638
C -1.14004 -0.01513 2.32251
C 3.06250 1.24301 -0.10296
C 0.71264 -0.79069 0.72083
C 1.09523 -0.09660 -0.59243
H 1.14521 0.55710 -3.31870
H -4.07611 -1.18387 0.13923
C -1.86024 -1.02648 0.28015
O 0.35661 1.12066 -0.65619
C -0.79002 -0.53655 1.08378
C -3.44741 -0.21417 1.97717
H 4.03035 1.14525 0.38195
H 1.24454 -0.25847 1.37413
N 1.01007 -3.40828 0.87702
H -2.56956 0.64805 3.84960
C 2.62037 0.06300 -0.88276
H 3.16761 -0.80351 -0.60191
H 2.79385 0.37347 -1.87966
Cl -5.08638 -0.27765 2.70812
C -2.42898 0.10667 2.84267
O 0.67384 -0.80559 -1.69833
C -3.20515 -0.83399 0.76260
C -0.18486 1.28961 -1.96489
H 0.35824 2.10867 -2.37561
*
```

Computed properties:
**HOMO-LUMO gap**: 10.0 eV
**HOMO**: -9.38 eV
**Energy above the lowest of the compared OMol25 structures with the same formula, charge and spin**: 0.696 eV

Atom charges from the natural (NBO) analysis, given in e for atoms 1 to 6: 0.30, 0.24, 0.21, 0.20, 0.21, -0.10



Record 3
Formula: C4H10NO2
Source: the OMol25 dataset
Level of theory: ωB97M-V with the def2-TZVPD basis set

ORCA input file:
```
! wB97M-V def2-TZVPD RIJCOSX def2/J DEFGRID3
* xyz -1 1
C -0.23755 0.21165 -0.38430
O -1.37689 2.11826 -1.46185
C 1.18514 -1.67766 0.68127
H 2.03940 -1.78935 1.39244
C -0.29336 1.71084 -0.58645
H -0.43576 2.29042 0.32741
H -1.01601 -1.11505 0.89947
H -0.20170 -0.23247 -1.37180
H 1.48183 -2.18266 -0.26987
N -1.45259 -0.27548 0.38259
H 0.83886 0.31705 1.38505
H 0.62220 2.07897 -1.05664
C 1.00094 -0.18327 0.43096
H -2.00877 1.39670 -1.35308
H -2.12893 -0.66655 -0.26445
H 1.87224 0.30673 -0.00366
O 0.11094 -2.30813 1.25292
*
```

Computed properties:
**HOMO-LUMO gap**: 6.6 eV
**HOMO**: -2.75 eV
**Energy above the lowest of the compared OMol25 structures with the same formula, charge and spin**: 2.619 eV

Atom charges from the natural (NBO) analysis, given in e for atoms 1 to 6: -0.09, -0.75, -0.03, 0.10, -0.06, 0.16



Record 4
Formula: C3H3N3O
Source: the OMol25 dataset
Level of theory: ωB97M-V with the def2-TZVPD basis set

ORCA input file:
```
! wB97M-V def2-TZVPD RIJCOSX def2/J DEFGRID3
* xyz 0 1
C 1.99413 -1.46313 -0.11889
H -2.27368 1.43879 -0.64522
N -0.21045 0.92202 0.23902
H 2.08757 -2.49510 0.18303
O -3.00773 -0.44596 -0.89044
H 1.63831 1.50132 1.10337
N -0.83213 -0.07562 -0.23838
C -2.14059 0.33972 -0.61680
N 1.66284 -0.43680 0.36721
C 1.08174 0.71476 0.61710
*
```

Computed properties:
**HOMO-LUMO gap (spin up / spin down)**: 7.8 / 7.8 eV
**HOMO (spin up / spin down)**: -8.80 / -8.80 eV
**Energy above the lowest of the compared OMol25 structures with the same formula, charge and spin**: 4.250 eV

Atom charges from the natural (NBO) analysis, given in e for atoms 1 to 6: 0.18, 0.10, -0.14, 0.24, -0.51, 0.21



Record 5
Formula: C34H43N4OPY
Source: the OMol25 dataset
Level of theory: ωB97M-V with the def2-TZVPD basis set

ORCA input file:
```
! wB97M-V def2-TZVPD RIJCOSX def2/J DEFGRID3
* xyz 3 1
C -1.86179 -3.54129 1.91099
H 5.07652 -4.01816 -0.28169
H -2.54758 2.97000 0.15343
H -4.32868 1.75526 -3.57141
C 1.05962 -4.19453 -1.52418
C -1.21886 -2.66533 -1.54944
C -2.08541 -1.15343 1.86250
N 3.80695 -2.82526 -1.48318
H -3.74565 -2.51297 1.86413
Y -0.22826 0.25311 -0.95975
H 3.94498 -2.99096 0.62095
H -4.76471 3.32743 -2.96016
H -1.42998 4.87021 -1.03843
H -2.31277 -4.52469 1.93053
C 2.53356 0.81683 0.73469
H 3.38835 -4.40547 -2.85963
C 3.93044 0.83178 0.80029
H 4.32962 -0.05839 4.03800
H -3.61245 4.13163 -0.61489
C 4.07108 -3.57313 -2.74820
H 0.19831 3.44250 -2.15546
C -0.69099 -1.01611 1.91688
H -3.31959 0.24248 -2.05608
C 1.82239 1.03181 -0.55022
H -0.15946 3.05634 -0.65206
O 2.36425 1.48172 -1.56224
H -3.24394 3.72013 -4.71069
C 2.43914 0.21282 3.06886
H 5.09129 -3.95000 -2.73320
H 1.18665 -2.06104 1.99032
H -2.87026 5.21432 -2.85929
H -0.25405 4.53012 4.84916
H 0.14000 -4.29852 1.98691
H -2.71068 -0.26295 1.88370
H -1.13023 3.24465 6.76861
H -0.23696 -5.89746 -1.63338
C -0.91155 0.72817 4.51445
C 1.16751 -2.81109 -1.48109
H 2.54023 -1.39880 -2.31511
H 4.48599 1.10286 -0.09052
H 1.92725 -4.83720 -1.50372
C -1.32395 -4.05012 -1.62258
C -0.17997 -4.81795 -1.59282
C -0.44095 3.46907 4.75126
P -0.05536 0.70052 1.82563
C 3.82657 0.19217 3.11316
H -1.11138 2.73833 -4.86934
C -3.94142 2.61362 -3.01183
H 3.94968 -2.89953 -3.59355
N -2.86289 0.92504 -1.45225
H -1.27056 2.02320 -3.37677
C -1.71750 3.96462 -1.57663
C -2.66821 -2.40981 1.87081
H 3.36740 -4.45799 -0.18481
C -0.42505 1.45667 3.43372
H -2.19439 1.50105 -4.69187
H -2.29823 -4.51527 -1.70405
C 1.78033 0.51939 1.88274
C -0.48107 -3.41306 1.94568
H -2.15831 -2.10867 -1.56608
H 2.54793 -1.46735 -0.55352
N -1.77640 2.30645 -4.22464
C -2.15002 4.40472 -2.98090
C -2.82763 3.30615 -3.79288
C 0.10887 -2.15658 1.94253
C -3.61852 2.21763 -1.56403
C -2.89023 3.33885 -0.81877
H -1.30621 4.83106 -3.53320
C -0.92641 2.74347 5.83185
H 0.19134 3.38862 2.70283
C -1.15461 1.38011 5.71501
H 4.50813 -2.08282 -1.46673
H -3.07088 0.57899 -0.51374
C 2.50318 -2.07370 -1.45872
H -1.08725 -0.33674 4.42859
C 4.57392 0.51902 1.98479
H -1.52347 0.81778 6.56254
C -0.19897 2.82993 3.54748
H 1.86769 0.01547 3.96803
C 4.06125 -3.62875 -0.25374
H -4.58404 2.07925 -1.07355
H 5.65438 0.55188 2.04133
C 0.01052 -1.99073 -1.47582
N -0.54756 3.02853 -1.59547
*
```

Computed properties:
**HOMO-LUMO gap**: 7.2 eV
**HOMO**: -15.34 eV

Atom charges from the natural (NBO) analysis, given in e for atoms 1 to 6: -0.15, 0.25, 0.23, 0.23, -0.17, -0.20



Record 6
Formula: C6H10N2OS
Source: the OMol25 dataset
Level of theory: ωB97M-V with the def2-TZVPD basis set

ORCA input file:
```
! wB97M-V def2-TZVPD RIJCOSX def2/J DEFGRID3
* xyz 0 1
N 1.01222 1.94531 -0.84118
H -2.56072 -0.69834 -2.56210
C -2.10974 0.01678 -1.87804
H 0.36409 1.93107 -0.05951
H 2.41191 0.91921 0.21266
H -0.23363 -1.73638 3.33191
N 2.35183 1.75764 -0.35900
C -2.31189 -0.47998 -0.47059
C 0.75505 -2.12011 3.10966
C -1.08844 -0.73630 0.22683
H 2.98546 1.68460 -1.15128
C -0.05906 -0.98606 0.81604
O -3.39497 -0.66431 0.03534
H 0.71814 -3.19541 2.94421
S 1.38694 -1.30507 1.60121
C 0.59350 2.21485 -2.01192
H -1.06022 0.16454 -2.11906
H 1.44787 -1.88979 3.91613
H 1.42741 2.21483 -2.73906
H -2.63575 0.96291 -2.00223
*
```

Computed properties:
**HOMO-LUMO gap**: 8.7 eV
**HOMO**: -8.39 eV
**Energy above the lowest of the compared OMol25 structures with the same formula, charge and spin**: 5.832 eV

Atom charges from the natural (NBO) analysis, given in e for atoms 1 to 6: -0.38, 0.24, -0.71, 0.39, 0.36, 0.24



Record 7
Formula: C5H7NO
Source: the OMol25 dataset
Level of theory: ωB97M-V with the def2-TZVPD basis set

ORCA input file:
```
! wB97M-V def2-TZVPD RIJCOSX def2/J DEFGRID3
* xyz 0 1
C 1.41535 -0.65674 -1.42810
C 0.44847 0.13703 -0.71609
N 2.21645 -1.31002 -1.95132
C 0.75103 1.43464 -0.13736
C -0.91836 -0.35863 -0.46774
C -0.86417 -0.64368 1.23818
H -1.83942 -1.07049 1.24827
H -0.80477 0.15641 2.02206
H -1.68440 0.41300 -0.62306
H -1.19920 -1.27743 -1.01916
H -0.06382 -1.35831 1.50344
H 1.62545 1.93393 -0.50917
O 1.04839 0.53649 0.84488
H -0.13100 2.06380 -0.00483
*
```

Computed properties:
**HOMO-LUMO gap**: 10.0 eV
**HOMO**: -10.00 eV
**Energy above the lowest of the compared OMol25 structures with the same formula, charge and spin**: 3.939 eV

Atom charges from the natural (NBO) analysis, given in e for atoms 1 to 6: 0.25, 0.11, -0.26, -0.07, -0.43, -0.55



Calculated F_max, 5.63, 4.47, 1.37, 0.82, 2.27, 1.20, 2.87 eV/Å (same order as the records).